1.
{"formula": "C3H5O3P", "method": "ωB97M-V/def2-TZVPD", "homo_energy_ev": 1.248, "e_lumo_ha": 0.259, "e_above_lowest_ev": 0.239, "mol_weight_g_mol": 120.04, "fmax_ev_per_a": 3.5, "spin_multiplicity": 1, "charge": -2, "orbital_gap_ha": 0.2127, "total_energy_ha": -684.3761, "symbols": ["O", "P", "O", "O", "C", "C", "C", "H", "H", "H", "H", "H"], "positions_angstrom": [[-1.46, 0.17, -1.47], [-1.68, 0.00, 0.06], [-2.33, -1.34, 0.41], [-2.40, 1.15, 0.71], [0.17, -0.04, 0.72], [1.16, -0.72, -0.17], [1.05, 0.78, -0.25], [0.32, 0.04, 1.82], [0.72, -1.23, -1.10], [1.99, -1.40, 0.13], [1.94, 1.27, 0.15], [0.51, 1.33, -1.00]]}

---

2.
{"formula": "C4H7NO", "method": "ωB97M-V/def2-TZVPD", "homo_energy_ev": -8.509, "e_lumo_ha": 0.000, "e_above_lowest_ev": 4.563, "mol_weight_g_mol": 85.11, "fmax_ev_per_a": 0.8, "spin_multiplicity": 1, "orbital_gap_ha": 0.3128, "total_energy_ha": -286.4639, "symbols": ["C", "C", "C", "N", "C", "O", "H", "H", "H", "H", "H", "H", "H"], "positions_angstrom": [[1.51, 0.05, 0.30], [-0.54, -0.78, -1.00], [0.45, 1.11, -0.01], [-0.65, 0.54, -0.79], [-1.61, -1.38, -0.16], [-2.80, -1.23, -0.07], [1.09, -0.91, 0.61], [2.13, -0.17, -0.57], [2.12, 0.42, 1.12], [-0.04, 1.40, 0.93], [0.91, 2.00, -0.45], [-1.57, 0.89, -0.51], [-1.01, -1.94, 0.61]]}